(1)
ORCA calculation (the ωB97M-V functional and the def2-TZVPD basis) on a structure of composition C36H61ClNO6PSeV.

Geometry as XYZ:
```
108
Properties=species:S:1:pos:R:3:lowdin_charge:R:1
V 1.147 1.139 0.128 0.841
C -4.419 -3.954 2.220 -0.045
C -2.922 -4.223 2.425 -0.560
C -2.513 -5.380 1.513 -0.069
C -2.676 -4.644 3.880 -0.047
C -2.130 -2.953 2.121 -0.167
C -1.178 -2.870 1.116 -0.054
C -0.491 -1.684 0.906 -0.367
Se 0.832 -1.606 -0.480 1.231
C -0.250 -1.041 -1.959 -0.373
C -0.651 -1.976 -2.895 -0.067
C -1.432 -1.594 -3.980 -0.167
C -1.789 -0.253 -4.061 0.035
C -1.409 0.722 -3.137 -0.076
C -0.592 0.313 -2.072 -0.294
O -0.176 1.175 -1.128 -0.224
C -1.821 2.186 -3.339 -0.524
C -2.957 2.314 -4.359 -0.070
C -2.313 2.834 -2.033 -0.038
C -0.603 2.952 -3.875 -0.043
C -1.879 -2.640 -5.001 -0.560
C -0.646 -3.325 -5.605 -0.049
C -2.749 -3.692 -4.298 -0.047
C -2.694 -2.026 -6.139 -0.067
C -0.701 -0.538 1.686 -0.307
O 0.069 0.534 1.504 -0.246
C -1.716 -0.579 2.659 -0.070
C -2.366 -1.792 2.854 0.014
C -2.179 0.620 3.512 -0.520
C -1.618 1.977 3.072 -0.049
C -3.711 0.736 3.423 -0.051
C -1.779 0.379 4.974 -0.035
H -4.999 -4.856 2.432 0.084
H -4.618 -3.650 1.191 0.091
H -4.779 -3.161 2.879 0.076
H -3.093 -6.268 1.772 0.085
H -1.456 -5.626 1.625 0.087
H -2.706 -5.151 0.463 0.085
H -3.242 -5.550 4.113 0.084
H -2.983 -3.866 4.580 0.076
H -1.616 -4.848 4.047 0.090
H -0.950 -3.714 0.480 0.094
H -0.355 -3.008 -2.757 0.101
H -2.406 0.059 -4.889 0.084
H -3.817 1.700 -4.085 0.093
H -2.642 2.041 -5.368 0.080
H -3.282 3.355 -4.396 0.083
H -3.073 2.214 -1.551 0.096
H -2.762 3.803 -2.264 0.084
H -1.506 2.996 -1.326 0.056
H -0.281 2.532 -4.830 0.089
H 0.226 2.899 -3.172 0.036
H -0.855 4.005 -4.026 0.089
H -0.053 -3.831 -4.842 0.076
H -0.003 -2.593 -6.100 0.091
H -0.951 -4.070 -6.343 0.083
H -2.204 -4.188 -3.494 0.076
H -3.071 -4.457 -5.010 0.084
H -3.638 -3.228 -3.865 0.090
H -2.119 -1.273 -6.683 0.089
H -3.613 -1.563 -5.775 0.087
H -2.974 -2.809 -6.847 0.085
H -3.120 -1.835 3.630 0.101
H -1.858 2.185 2.027 0.090
H -0.540 2.048 3.190 0.062
H -2.085 2.751 3.687 0.088
H -4.024 0.879 2.387 0.094
H -4.045 1.598 4.004 0.084
H -4.226 -0.142 3.813 0.070
H -0.693 0.317 5.074 0.077
H -2.208 -0.549 5.357 0.080
H -2.131 1.202 5.601 0.087
C 2.691 3.083 3.697 -0.094
O 1.801 2.078 3.244 -0.220
C 2.119 0.792 3.733 -0.188
C 3.260 0.144 2.990 -0.184
O 2.832 -0.307 1.707 -0.246
C 3.944 -0.874 1.025 -0.117
H 2.769 3.066 4.790 0.092
H 2.272 4.041 3.392 0.092
H 3.682 2.976 3.250 0.066
H 1.220 0.186 3.621 0.114
H 2.377 0.847 4.799 0.131
H 3.615 -0.722 3.564 0.134
H 4.090 0.844 2.859 0.108
H 4.338 -1.721 1.597 0.099
H 4.726 -0.122 0.891 0.068
H 3.606 -1.230 0.057 0.041
Cl 1.436 4.135 -1.008 0.541
C 1.123 3.151 0.447 -0.625
H 0.159 3.445 0.860 0.022
H 1.920 3.347 1.163 -0.005
O 3.423 0.717 -1.610 0.019
N 2.547 1.007 -0.892 -0.183
C 5.036 3.867 -1.221 -0.185
P 5.647 2.906 0.165 0.521
C 6.795 3.994 1.026 -0.179
C 6.673 1.624 -0.566 -0.178
O 4.580 2.370 1.062 -0.362
H 5.858 4.355 -1.747 0.056
H 4.333 4.613 -0.852 0.031
H 4.499 3.211 -1.907 0.041
H 7.589 4.339 0.363 0.052
H 7.232 3.455 1.867 0.054
H 6.246 4.854 1.410 0.056
H 7.419 2.055 -1.235 0.056
H 6.032 0.944 -1.127 0.041
H 7.177 1.068 0.226 0.057
```

Computed properties:
HOMO level (alpha / beta): -7.6821 / -7.6265 eV
total charge: 0
frontier orbital gap (alpha / beta): 7.56 / 6.62 eV
spin multiplicity: 2



(2)
ORCA calculation (the ωB97M-V functional and the def2-TZVPD basis) on a cluster of 7 separate species, C36H62FNO21S in total.

Geometry as XYZ:
```
122
Properties=species:S:1:pos:R:3:lowdin_charge:R:1
C 3.046 -1.378 4.544 -0.107
C 3.841 -2.081 3.482 -0.272
C 3.439 -1.589 2.115 -0.232
C 3.933 -2.519 1.044 -0.210
C 3.494 -2.173 -0.374 -0.201
C 2.073 -1.717 -0.500 -0.237
C 1.114 -2.835 -0.280 -0.223
C -0.331 -2.475 -0.474 -0.193
C -0.832 -1.319 0.393 -0.196
C -2.094 -1.643 1.149 -0.200
C -2.309 -0.755 2.383 -0.192
C -3.774 -0.437 2.606 -0.183
C -4.375 0.782 1.897 -0.188
C -3.667 1.302 0.680 -0.193
C -2.590 2.341 1.013 -0.190
C -2.890 3.669 0.358 -0.194
C -1.975 4.788 0.805 -0.186
C -0.559 4.680 0.332 -0.188
N 0.289 3.864 1.225 -0.216
O 1.482 3.490 0.561 -0.051
S 0.754 4.672 2.606 0.502
O -0.342 4.731 3.423 -0.189
O 1.916 4.144 3.079 -0.173
F 1.052 6.076 2.111 -0.093
H 3.251 -1.757 5.521 0.062
H 2.004 -1.477 4.324 0.064
H 3.306 -0.335 4.555 0.072
H 4.896 -1.932 3.628 0.109
H 3.656 -3.140 3.507 0.104
H 3.845 -0.615 1.961 0.121
H 2.366 -1.588 2.091 0.091
H 3.694 -3.536 1.277 0.104
H 5.005 -2.474 1.062 0.107
H 3.631 -3.057 -0.968 0.106
H 4.168 -1.443 -0.772 0.097
H 1.934 -1.365 -1.508 0.117
H 1.885 -0.898 0.157 0.088
H 1.273 -3.305 0.672 0.115
H 1.361 -3.576 -1.019 0.114
H -0.492 -2.243 -1.512 0.109
H -0.905 -3.341 -0.227 0.100
H -0.930 -0.414 -0.171 0.102
H -0.079 -1.110 1.130 0.094
H -2.033 -2.669 1.458 0.112
H -2.960 -1.530 0.530 0.073
H -2.000 -1.346 3.224 0.101
H -1.669 0.104 2.385 0.097
H -4.327 -1.332 2.398 0.105
H -3.886 -0.260 3.658 0.095
H -5.349 0.483 1.567 0.090
H -4.550 1.572 2.590 0.097
H -3.303 0.533 0.041 0.079
H -4.409 1.825 0.105 0.089
H -2.492 2.441 2.070 0.112
H -1.658 1.990 0.625 0.089
H -2.804 3.554 -0.702 0.112
H -3.897 3.935 0.607 0.113
H -2.377 5.705 0.410 0.116
H -2.004 4.848 1.869 0.092
H -0.117 5.653 0.189 0.110
H -0.543 4.191 -0.616 0.119
H 1.294 2.660 0.093 0.119
C 4.219 4.699 -2.964 -0.106
C 3.378 4.209 -1.800 -0.123
O 3.573 2.790 -1.869 0.060
C 4.740 2.550 -2.508 -0.561
O 5.262 1.486 -2.574 0.157
O 5.229 3.685 -3.055 0.067
H 4.668 5.672 -2.789 0.133
H 3.664 4.726 -3.903 0.133
H 3.740 4.567 -0.837 0.135
H 2.325 4.452 -1.892 0.122
C -9.445 2.109 3.081 -0.113
C -8.130 2.311 3.810 -0.108
O -7.174 2.152 2.755 0.043
C -7.787 2.424 1.577 -0.568
O -7.228 2.542 0.538 0.164
O -9.125 2.543 1.753 0.062
H -10.259 2.700 3.490 0.131
H -9.747 1.062 3.045 0.132
H -8.030 3.314 4.227 0.133
H -7.958 1.581 4.595 0.133
C -6.116 -0.913 -3.196 -0.114
C -5.292 0.129 -2.470 -0.094
O -4.700 -0.637 -1.408 0.033
C -4.672 -1.940 -1.788 -0.560
O -4.099 -2.800 -1.206 0.166
O -5.389 -2.122 -2.923 0.064
H -6.186 -0.735 -4.263 0.129
H -7.121 -1.006 -2.785 0.126
H -4.495 0.541 -3.091 0.136
H -5.889 0.944 -2.071 0.134
C -9.175 -3.418 -4.920 -0.106
C -10.492 -2.937 -4.337 -0.109
O -10.165 -1.609 -3.907 0.064
C -9.107 -1.179 -4.632 -0.595
O -8.700 -0.065 -4.631 0.158
O -8.573 -2.190 -5.353 0.058
H -9.296 -4.099 -5.756 0.132
H -8.530 -3.881 -4.173 0.134
H -11.285 -2.879 -5.084 0.132
H -10.835 -3.537 -3.500 0.132
C 7.616 -0.332 -1.691 -0.106
C 8.985 -0.301 -2.342 -0.099
O 9.851 -0.109 -1.212 0.063
C 9.212 -0.561 -0.111 -0.586
O 9.732 -0.710 0.951 0.135
O 7.923 -0.836 -0.377 0.067
H 6.913 -0.985 -2.197 0.134
H 7.174 0.654 -1.597 0.106
H 9.244 -1.245 -2.824 0.133
H 9.099 0.507 -3.057 0.132
C 12.034 -4.345 0.725 -0.108
C 10.899 -3.364 0.511 -0.117
O 10.517 -3.641 -0.847 0.055
C 10.901 -4.903 -1.153 -0.576
O 10.587 -5.485 -2.138 0.163
O 11.693 -5.410 -0.176 0.057
H 12.099 -4.711 1.745 0.130
H 13.002 -3.936 0.431 0.131
H 10.048 -3.561 1.163 0.139
H 11.195 -2.332 0.623 0.111
```

Computed properties:
HOMO level: -9.9603 eV
total charge: 0
frontier orbital gap: 10.22 eV
spin multiplicity: 1



What did we get for max |F|? Answer: 0.7 4.7 eV/A, in the order shown.